This record from OMol25 describes a single C11H14N2O2 molecule in a non-equilibrium geometry. The level of theory is wB97M-V/def2-TZVPD.

XYZ file:
```
29
Properties=species:S:1:pos:R:3:forces:R:3
C -3.829205 -0.017565 -0.391908 2.9 -0.9 1.3
C -3.677945 -1.385858 -0.014325 2.9 2.2 -0.3
C -2.757244 0.959873 -0.331930 -0.1 -2.8 0.3
C -2.413690 -1.934439 0.277946 0.4 4.0 -0.4
C -1.532878 0.433065 0.103000 -0.2 -0.4 -0.9
C -1.360729 -1.003740 0.344574 -0.7 2.6 -0.3
C 0.610008 1.589664 -0.983660 -0.8 2.8 -0.8
C 1.712155 0.610582 -1.291364 0.4 -1.1 1.9
C 0.700183 0.026917 0.864205 1.4 0.5 1.2
C -0.193609 1.222495 0.286635 -0.2 -2.6 0.5
C 4.074212 -1.070245 0.380213 0.0 0.9 2.5
N -0.051439 -1.200911 0.690952 0.5 -0.8 0.0
N 2.015860 0.108202 0.113169 -1.4 -0.3 -0.2
O -0.381878 2.289879 1.215697 -0.9 1.7 -1.6
O 2.676784 -1.167005 0.120705 -0.6 0.9 -0.6
H -4.759099 0.243965 -0.707147 -2.6 1.0 -0.7
H -4.455286 -2.042193 0.137659 -2.1 -1.0 -0.3
H -2.882659 2.008278 -0.621611 -0.1 -0.5 0.2
H -2.194077 -2.927050 0.428897 0.0 -2.2 0.5
H 1.095922 2.582518 -0.803495 -0.4 -0.7 0.3
H -0.099541 1.853588 -1.806731 0.6 -0.7 0.3
H 1.486450 -0.154463 -2.031205 -0.2 -0.3 0.2
H 2.669067 1.045821 -1.501923 0.2 0.7 -0.9
H 0.980901 0.164319 1.953097 -0.5 0.0 -1.1
H 4.511503 -0.021004 0.507130 -1.0 -1.3 -0.5
H 4.623094 -1.652572 -0.312233 0.4 -0.3 -1.1
H 4.204800 -1.588164 1.359174 0.2 0.5 -0.4
H 0.157141 -2.013839 1.264504 0.2 0.5 -0.2
H -0.928813 3.039895 0.749981 1.6 -2.3 1.2
```
Positions in Å, forces in eV/Å.

Summary:
* lowest unoccupied orbital energy: 0.82 eV
* maximum force: 4.04 eV/Å
* orbital gap: 0.308 Ha
* E_tot: -18705.9501 eV
* HOMO level: -7.57 eV